[1]
Computed, not measured: a structure of composition C23H26Cl2I2N5OPd in a non-equilibrium geometry, with ωB97M-V with the def2-TZVPD basis set.

Last column: natural (NBO) charge in e.
Cartesian coordinates (Å):
Pd -0.487 0.508 0.145  1.03
I 3.327 -3.788 5.008  0.16
C 2.428 -2.850 3.354  -0.17
C 1.599 -3.586 2.517  -0.26
C 1.055 -2.970 1.414  -0.23
I -0.208 -3.995 0.087  0.15
C 1.321 -1.617 1.077  0.38
O 0.890 -1.113 -0.031  -0.78
C 2.088 -0.875 2.021  -0.14
C 2.246 0.604 1.799  -0.23
N 0.938 1.285 1.814  -0.66
C 0.200 1.094 3.069  -0.27
C -0.638 -0.165 3.050  0.23
C -0.626 -1.065 4.103  -0.23
C -1.441 -2.185 4.047  -0.12
C -2.265 -2.357 2.946  -0.24
C -2.240 -1.402 1.947  0.06
N -1.441 -0.337 1.989  -0.49
C 2.647 -1.499 3.116  -0.23
H 1.392 -4.625 2.728  0.24
H 2.902 1.018 2.576  0.19
H 2.705 0.786 0.822  0.21
H 1.088 2.281 1.669  0.39
H 0.882 1.063 3.926  0.20
H -0.475 1.947 3.196  0.23
H 0.027 -0.895 4.946  0.24
H -1.435 -2.910 4.847  0.24
H -2.901 -3.223 2.850  0.24
H -2.896 -1.481 1.089  0.20
H 3.267 -0.925 3.792  0.23
Cl -1.911 -0.737 -1.558  0.14
C -3.268 0.321 -1.538  0.16
C -4.391 0.042 -2.267  -0.32
C -5.476 0.921 -2.221  -0.02
C -5.439 2.064 -1.432  -0.29
C -4.316 2.373 -0.704  0.09
Cl -4.279 3.758 0.286  0.14
C -3.135 1.526 -0.727  -0.08
N -2.064 1.832 -0.092  -0.35
H -4.435 -0.856 -2.865  0.25
H -6.357 0.705 -2.804  0.25
H -6.290 2.724 -1.382  0.26
C 1.665 1.895 -4.441  -0.62
C 2.156 0.873 -3.414  0.10
C 2.571 -0.414 -4.121  -0.61
C 3.347 1.429 -2.614  -0.65
N 1.022 0.501 -2.553  -0.49
N 0.577 1.515 -1.658  -0.64
H 2.458 2.135 -5.145  0.22
H 1.342 2.823 -3.969  0.20
H 0.826 1.479 -4.996  0.22
H 3.375 -0.213 -4.826  0.22
H 1.726 -0.832 -4.664  0.22
H 2.921 -1.152 -3.400  0.21
H 4.242 1.407 -3.232  0.24
H 3.531 0.811 -1.734  0.21
H 3.195 2.464 -2.302  0.20
H 1.250 -0.331 -2.011  0.39
H -0.135 2.071 -2.130  0.38
H 1.344 2.141 -1.395  0.37

The charge is +1. The value obtained for the HOMO-LUMO gap (spin up / spin down) is 4.40 / 3.86 eV.



[2]
Computed, not measured: a structure of composition C5H10O, with ωB97M-V with the def2-TZVPD basis set.

Last column: natural (NBO) charge in e.
Cartesian coordinates (Å):
C 0.321 -1.137 -1.145  -0.62
C -0.118 -0.259 0.007  0.26
C -0.394 -1.030 1.277  -0.62
C 0.737 1.010 0.166  -0.46
C -0.515 1.723 -0.312  -0.06
O -1.291 0.513 -0.360  -0.54
H -0.441 -1.892 -1.354  0.22
H 1.262 -1.639 -0.893  0.21
H 0.479 -0.543 -2.052  0.21
H -1.170 -1.780 1.094  0.22
H -0.743 -0.359 2.069  0.21
H 0.515 -1.535 1.618  0.21
H 1.612 1.106 -0.475  0.21
H 1.037 1.229 1.203  0.21
H -0.473 2.185 -1.316  0.18
H -0.818 2.408 0.474  0.17

The value obtained for the HOMO-LUMO gap is 10.54 eV. The energy above the lowest of the compared OMol25 structures with the same formula, charge and spin is 97.1 kJ/mol.



[3]
Computed, not measured: the molecule C4H8O3 in a non-equilibrium geometry, with ωB97M-V with the def2-TZVPD basis set.

Last column: natural (NBO) charge in e.
Cartesian coordinates (Å):
C -0.019 1.683 -0.908  -0.62
C -0.246 0.513 0.054  0.10
O 0.012 0.909 1.377  -0.70
C 0.683 -0.651 -0.291  -0.53
C 0.068 -1.970 0.131  0.80
O -0.402 -2.758 -0.629  -0.54
O -0.009 -2.143 1.494  -0.74
H 1.057 1.823 -1.046  0.21
H -0.483 1.547 -1.884  0.22
H -0.431 2.588 -0.466  0.21
H -1.240 0.120 -0.204  0.16
H -0.688 1.516 1.639  0.47
H 1.639 -0.509 0.223  0.24
H 0.933 -0.740 -1.340  0.23
H -0.874 -1.928 1.851  0.50

The SMILES is C[C@H](O)CC(=O)O. The value obtained for the HOMO-LUMO gap is 10.95 eV. The energy above the lowest of the compared OMol25 structures with the same formula, charge and spin is 107.5 kJ/mol.



[4]
Computed, not measured: a structure of composition C35H49CeCl2N4OP3 in a non-equilibrium geometry, with ωB97M-V with the def2-TZVPD basis set.

Last column: Mulliken charge in e.
Cartesian coordinates (Å):
P -0.313 2.351 -1.418  2.10
C -1.777 3.334 -1.807  0.43
C -1.800 4.733 -1.656  -0.09
H -0.950 5.256 -1.210  0.38
C -2.916 5.467 -2.072  -0.71
H -2.928 6.549 -1.951  0.44
C -4.021 4.817 -2.632  -0.54
H -4.890 5.394 -2.949  0.41
C -4.008 3.429 -2.766  -0.79
H -4.872 2.916 -3.190  0.42
C -2.899 2.685 -2.355  -0.80
H -2.911 1.600 -2.470  0.40
C 0.769 3.331 -0.368  0.15
C 0.304 3.726 0.902  -0.40
H -0.711 3.467 1.218  0.54
C 1.131 4.466 1.749  -0.72
H 0.773 4.743 2.747  0.46
C 2.394 4.865 1.308  -0.66
H 3.031 5.469 1.960  0.43
C 2.852 4.504 0.038  -0.77
H 3.836 4.820 -0.311  0.44
C 2.046 3.724 -0.798  -0.31
H 2.390 3.447 -1.798  0.46
C 0.499 1.926 -2.972  0.37
C 0.520 2.880 -4.010  -0.57
H 0.081 3.867 -3.849  0.48
C 1.091 2.567 -5.242  -0.64
H 1.110 3.324 -6.033  0.41
C 1.634 1.298 -5.465  -0.64
H 2.075 1.060 -6.432  0.42
C 1.603 0.338 -4.447  -0.83
H 2.017 -0.657 -4.626  0.46
C 1.033 0.645 -3.206  0.44
H 0.984 -0.118 -2.430  -0.17
Ce -1.262 -1.742 1.355  -0.28
C 1.001 -1.736 2.190  -0.30
C 1.805 -0.735 1.827  0.00
H 1.339 -2.530 2.866  0.22
C 1.301 0.348 0.861  0.58
O 2.284 0.323 -0.197  -0.78
H 2.084 0.985 -0.881  0.26
C -0.073 0.164 0.310  0.27
H 1.291 1.332 1.381  -0.24
C -0.807 0.885 -0.517  -0.63
Cl -1.403 -3.658 3.148  -0.38
Cl -3.667 -1.084 0.377  -0.43
P -1.879 0.014 3.446  1.17
C -3.213 -0.822 4.353  -1.26
H -2.801 -1.635 4.968  0.39
H -3.923 -1.271 3.640  0.33
H -3.733 -0.089 4.978  0.49
C -0.564 0.353 4.637  -1.07
H 0.246 0.910 4.139  0.11
H -0.132 -0.603 4.973  0.31
H -0.946 0.921 5.493  0.49
C -2.569 1.596 2.916  -1.01
H -3.133 1.441 1.982  0.30
H -1.757 2.306 2.702  0.05
H -3.236 1.987 3.693  0.59
P 3.552 -0.559 2.310  1.41
C 3.717 -1.636 3.731  -1.32
C 3.809 1.171 2.719  -1.13
H 3.504 -2.676 3.435  0.43
H 3.027 -1.322 4.531  0.40
H 4.753 -1.565 4.093  0.45
H 3.725 1.804 1.822  0.20
H 4.821 1.274 3.136  0.53
H 3.073 1.498 3.471  0.35
C 4.621 -1.063 0.962  -1.25
H 4.327 -2.062 0.607  0.39
H 5.654 -1.090 1.333  0.49
H 4.536 -0.341 0.137  0.32
H -1.862 0.610 -0.654  -0.01
C -0.966 -3.082 -1.748  -0.46
N -1.073 -3.549 -0.327  0.52
C 0.059 -4.497 -0.036  -0.64
N 0.030 -5.660 -0.953  0.06
C 0.111 -5.147 -2.347  -0.68
N -1.008 -4.226 -2.688  0.07
C -2.291 -4.954 -2.482  -0.65
N -2.431 -5.473 -1.093  0.05
C -2.381 -4.323 -0.175  -0.66
C -1.275 -6.357 -0.785  -0.63
H -0.006 -2.546 -1.877  0.10
H -1.797 -2.400 -1.958  0.24
H -0.035 -4.833 1.001  0.29
H 1.017 -3.956 -0.159  0.24
H 0.084 -5.997 -3.036  0.35
H 1.063 -4.598 -2.460  0.29
H -3.133 -4.277 -2.703  0.32
H -2.320 -5.806 -3.173  0.35
H -2.455 -4.674 0.866  0.36
H -3.216 -3.638 -0.383  0.38
H -1.303 -7.213 -1.472  0.34
H -1.363 -6.723 0.252  0.32

The charge is +2. The value obtained for the HOMO-LUMO gap (spin up / spin down) is 7.58 / 7.58 eV.



[5]
Computed, not measured: a structure of composition C42H65FN2P2SSiV in a non-equilibrium geometry, with ωB97M-V with the def2-TZVPD basis set.

Last column: Mulliken charge in e.
Cartesian coordinates (Å):
V -0.819 -1.675 -0.125  0.23
C -3.980 -0.856 -1.797  -1.60
Si -2.683 -0.238 -0.583  1.68
C -3.512 0.004 1.117  0.89
C -4.882 0.241 1.267  -0.43
C -5.458 0.453 2.510  -0.92
C -4.657 0.451 3.643  -1.18
C -3.298 0.204 3.526  -0.48
C -2.715 -0.049 2.280  -0.38
P -0.908 -0.416 2.072  0.21
C -0.340 -1.624 3.373  0.73
C -1.078 -1.743 4.716  -0.58
C -0.340 -2.758 5.588  -1.10
C 1.034 -2.217 6.025  -0.79
C 1.572 -1.177 5.033  -1.00
C 1.200 -1.549 3.600  -0.60
C -0.121 1.208 2.459  0.79
C -0.487 2.246 1.396  -0.71
C 0.281 3.549 1.598  -0.45
C 0.053 4.116 2.997  -1.13
C 0.374 3.075 4.066  -0.84
C -0.433 1.795 3.840  -0.66
C -2.387 1.565 -1.192  0.08
C -3.388 2.527 -0.999  -0.73
C -3.310 3.788 -1.565  -0.91
C -2.228 4.116 -2.372  -1.20
C -1.214 3.191 -2.561  -0.76
C -1.253 1.933 -1.947  0.50
P 0.085 0.668 -2.042  0.35
C -0.026 0.133 -3.812  0.20
C 0.799 -1.162 -4.079  -0.05
C 2.059 -0.883 -4.897  -0.50
C 1.718 -0.313 -6.283  -0.84
C 0.444 0.546 -6.241  -1.03
C 0.275 1.203 -4.871  -0.19
C 1.774 1.478 -1.923  1.60
C 1.923 2.979 -2.199  -0.70
C 3.380 3.433 -2.090  -1.22
C 3.974 3.102 -0.727  -0.67
C 3.860 1.607 -0.453  -1.07
C 2.414 1.128 -0.566  0.65
H -4.717 -0.082 -2.032  0.36
H -4.494 -1.736 -1.402  0.38
H -3.493 -1.148 -2.732  0.32
H -5.516 0.255 0.384  0.40
H -6.524 0.627 2.597  0.40
H -5.088 0.634 4.620  0.45
H -2.699 0.209 4.423  0.33
H -0.536 -2.562 2.846  0.41
H -2.107 -2.060 4.546  0.56
H -1.122 -0.790 5.250  0.21
H -0.219 -3.681 5.012  0.37
H -0.941 -3.016 6.461  0.46
H 1.744 -3.043 6.112  0.34
H 0.957 -1.771 7.019  0.37
H 2.658 -1.104 5.118  0.54
H 1.186 -0.187 5.284  0.09
H 1.623 -2.529 3.375  0.58
H 1.685 -0.871 2.896  0.28
H 0.959 1.027 2.395  0.94
H -1.562 2.448 1.455  0.92
H -0.314 1.852 0.399  -0.98
H -0.016 4.272 0.834  0.47
H 1.352 3.359 1.458  0.00
H -0.999 4.409 3.093  0.40
H 0.648 5.020 3.149  0.48
H 0.176 3.473 5.064  0.44
H 1.444 2.834 4.028  0.33
H -1.498 2.042 3.881  0.15
H -0.240 1.077 4.637  -0.07
H -4.255 2.284 -0.395  0.38
H -4.100 4.510 -1.395  0.45
H -2.169 5.089 -2.844  0.42
H -0.374 3.468 -3.181  0.37
H -1.087 -0.123 -3.898  0.73
H 0.177 -1.870 -4.635  0.48
H 1.044 -1.656 -3.143  -0.38
H 2.648 -1.798 -5.000  0.52
H 2.697 -0.178 -4.357  -0.04
H 1.587 -1.128 -6.999  0.37
H 2.556 0.286 -6.648  0.35
H -0.435 -0.078 -6.431  0.36
H 0.465 1.297 -7.033  0.43
H -0.534 1.935 -4.896  0.34
H 1.190 1.748 -4.621  -0.06
H 2.353 0.940 -2.684  -0.35
H 1.312 3.537 -1.481  0.23
H 1.553 3.231 -3.194  0.19
H 3.452 4.503 -2.297  0.45
H 3.967 2.922 -2.865  0.33
H 3.425 3.652 0.045  0.18
H 5.014 3.431 -0.672  0.46
H 4.254 1.359 0.536  0.43
H 4.475 1.063 -1.181  0.39
H 1.825 1.587 0.233  -0.39
H 2.366 0.052 -0.407  -0.77
C -2.114 -2.819 0.506  -1.38
H -2.744 -2.663 1.384  0.31
H -2.532 -3.597 -0.140  0.36
F -0.301 -2.504 -1.634  -0.49
C 3.331 -3.950 -1.911  -0.78
N 2.174 -4.545 -1.280  0.12
C 1.524 -5.726 -1.838  -0.64
C 0.195 -5.780 -1.063  -0.52
N 0.406 -4.796 -0.007  -0.07
C 1.462 -4.009 -0.286  0.32
S 1.804 -2.546 0.507  -0.49
H 3.171 -3.912 -2.990  0.27
H 4.235 -4.526 -1.708  0.28
H 3.458 -2.941 -1.527  0.23
H 2.133 -6.618 -1.679  0.36
H 1.382 -5.596 -2.911  0.34
H 0.013 -6.767 -0.645  0.41
H -0.654 -5.499 -1.686  0.26
H -0.391 -4.306 0.401  0.10

Its expectation value of S² is 0.860. The value obtained for the HOMO-LUMO gap (spin up / spin down) is 7.80 / 7.40 eV. The energy above the lowest of the compared OMol25 structures with the same formula, charge and spin is 0.0 kJ/mol. The spin multiplicity is 2.